No. 1
This record from OMol25 describes the ion C7H11N2 with charge +1 in a non-equilibrium geometry. The level of theory is ωB97M-V/def2-TZVPD.

Values from the calculation:
E_tot: -10406.9904 eV
net charge: +1
E_HOMO: -12.1 eV
spin multiplicity: 1

```
20
Properties=species:S:1:pos:R:3:forces:R:3:nbo_charge:R:1
C -1.06234 -0.72454 1.56428 0.5 4.5 -0.1 -0.2910
C -1.55549 0.09163 2.58832 2.5 -0.8 -3.0 -0.0072
C -0.39335 1.48563 1.22899 -2.6 -4.2 2.3 -0.0183
C -0.40400 0.21353 0.68303 1.2 0.5 0.2 -0.2271
C 0.25768 -1.87841 -1.10700 -1.7 1.7 1.6 -0.3159
C 0.38083 0.08962 -0.52206 -1.9 -4.0 -1.4 0.3165
C 0.32025 1.08122 -1.59648 -0.1 0.8 -0.9 -0.6870
N -1.08490 1.36905 2.41166 -0.7 1.5 0.8 -0.4742
N 1.31291 -1.05479 -0.54351 1.6 -0.9 2.0 -0.5704
H -1.28006 -1.68922 1.28118 -0.6 -1.9 0.0 0.2292
H -2.15765 -0.34996 3.27809 -1.6 0.0 2.5 0.2356
H 0.03522 2.33542 0.92928 1.4 3.1 -1.1 0.2195
H -0.45231 -2.62411 -0.64335 1.6 1.4 0.8 0.2553
H 0.24351 -2.07971 -2.11870 0.7 0.5 -2.1 0.2196
H -0.75904 1.45031 -1.83727 2.2 -0.7 0.5 0.2825
H 0.82101 0.64687 -2.45571 -0.4 0.0 -0.6 0.2428
H 1.02066 1.90076 -1.34938 -0.6 0.2 0.1 0.2486
H -1.30698 2.21461 3.00025 0.2 -1.7 -0.8 0.4436
H 1.48491 -1.22618 0.46263 -0.2 -0.4 -0.3 0.4497
H 2.30208 -1.09195 -0.91211 -1.3 0.5 -0.4 0.4482
```
Positions in Å, forces in eV/Å.


No. 2
This record from OMol25 describes a structure of composition C12H9F3FeN5S3 in a non-equilibrium geometry. The level of theory is ωB97M-V/def2-TZVPD.

Values from the calculation:
E_tot: -95071.9206 eV
net charge: +2
E_HOMO (alpha / beta): -14.0 / -14.1 eV
spin multiplicity: 6
expectation value of S²: 8.797

```
33
Properties=species:S:1:pos:R:3:forces:R:3:mulliken_spin:R:1
Fe -0.02960 0.04550 -0.18520 -0.5 1.0 0.8 3.7717
N 3.29150 -0.16270 -2.00570 0.1 0.0 0.2 0.0719
C 3.32070 -0.12790 -0.68220 0.4 0.0 -0.3 0.0448
N 2.26320 -0.13950 0.09400 -1.2 -0.1 0.1 -0.0421
C 2.61530 -0.10830 1.42310 -0.4 0.0 0.3 0.0790
C 3.98140 -0.06920 1.64600 0.2 0.0 -0.2 0.2489
S 4.85710 -0.07490 0.19180 -0.4 0.0 0.2 0.0836
C 1.59490 -0.10500 2.43530 -0.2 0.0 -0.8 0.0817
C 1.79400 -0.05640 3.80220 -0.3 0.0 0.6 0.2603
S 0.32160 -0.05360 4.65410 0.4 0.0 -0.3 0.0928
C -0.52310 -0.12510 3.10990 -0.7 0.0 0.1 0.0514
N 0.26860 -0.14200 2.06200 0.7 -0.2 -0.9 -0.0211
N -1.84930 -0.16440 3.03980 0.6 -0.1 0.3 0.0886
H 2.41160 -0.20720 -2.49810 0.1 0.1 0.0 -0.0022
H 4.14010 -0.11730 -2.54780 0.0 0.0 -0.1 -0.0025
H 4.49190 -0.03160 2.58830 0.1 0.0 0.2 0.0018
H 2.72490 -0.02040 4.33470 0.2 0.0 0.1 0.0009
H -2.42160 -0.15060 3.86950 0.0 0.0 0.0 -0.0038
H -2.28950 -0.29750 2.14250 -0.1 0.1 -0.2 -0.0097
F -2.75600 4.39540 -1.07150 0.0 0.0 -0.2 0.0013
C -3.41710 3.88300 -0.03270 0.3 -0.1 0.1 0.0003
F -4.59810 4.47540 0.03890 -0.4 0.0 0.0 0.0003
F -2.72890 4.20720 1.07810 0.0 0.0 0.1 0.0006
C -3.52970 2.37440 -0.13220 0.0 -0.1 0.0 -0.0051
C -4.75170 1.72020 -0.04570 0.4 0.0 0.0 -0.0020
C -4.77450 0.33200 -0.09380 0.2 -0.2 0.0 0.0064
C -3.57390 -0.35550 -0.20770 -0.7 -0.2 0.0 0.0003
N -2.40070 0.26150 -0.27380 0.8 -0.1 0.1 0.0275
C -2.36370 1.60740 -0.25220 0.1 0.0 0.0 0.0060
S -0.75020 2.25270 -0.36000 0.7 -0.1 -0.1 0.1679
H -5.66760 2.28300 0.06800 0.0 0.1 0.0 -0.0003
H -5.70520 -0.21130 -0.04350 0.0 0.0 0.0 0.0006
H -3.54080 -1.43660 -0.24490 -0.1 0.0 0.0 0.0000
```
Positions in Å, forces in eV/Å.


No. 3
This record from OMol25 describes a cluster of 2 separate species, C5H11N in total in a non-equilibrium geometry. The level of theory is ωB97M-V/def2-TZVPD.

Values from the calculation:
E_tot: -6847.1782 eV
net charge: 0
E_HOMO: -6.0 eV
spin multiplicity: 1

```
17
Properties=species:S:1:pos:R:3:forces:R:3:nbo_charge:R:1
C -3.44123 -0.13149 0.01818 0.3 -0.4 -0.2 -0.4531
C 2.44720 -1.44715 -0.70853 -0.7 0.5 0.1 -0.2673
C 2.85149 -0.21813 -0.29548 1.1 0.0 -0.1 -0.3082
C 2.04030 0.84398 0.14709 -0.8 -1.2 0.0 0.0180
C 0.58789 0.70422 0.22100 0.4 1.3 -0.4 -0.7126
N -2.22443 0.46019 0.48591 0.5 -0.1 0.2 -0.7167
H -4.21581 0.62671 -0.17125 -0.2 -0.1 0.1 0.1841
H -3.26006 -0.66663 -0.92346 0.0 0.2 0.0 0.1734
H -3.85956 -0.89401 0.69778 -0.2 0.2 0.1 0.1764
H 3.12765 -2.20012 -1.07482 0.1 0.0 0.1 0.2062
H 3.92271 -0.01713 -0.28926 -0.1 -0.1 -0.1 0.2091
H 2.54860 1.74486 0.45659 -0.1 0.1 0.2 0.2030
H 0.23568 -0.01108 0.98109 -0.3 -0.3 0.1 0.2783
H 0.14885 0.36683 -0.72559 0.0 -0.1 0.2 0.2646
H 0.11701 1.65362 0.47366 -0.1 -0.1 0.0 0.2480
H 1.38789 -1.68213 -0.70029 0.1 -0.1 -0.1 0.2003
H -2.41418 0.86747 1.40740 -0.1 0.0 -0.2 0.2964
```
Positions in Å, forces in eV/Å.


No. 4
This record from OMol25 describes an isolated molecule of C4H4O3S in a non-equilibrium geometry. The level of theory is ωB97M-V/def2-TZVPD.

Values from the calculation:
E_tot: -21187.4220 eV
net charge: 0
E_HOMO: -8.9 eV
spin multiplicity: 1

```
12
Properties=species:S:1:pos:R:3:forces:R:3:nbo_charge:R:1
C -0.48204 -0.14824 0.83349 0.0 0.1 0.1 -0.1351
C -0.82101 -0.62517 -0.36963 0.5 0.8 -0.4 -0.4987
C 0.57687 1.33113 2.49787 1.2 2.3 1.3 0.7461
C 0.37146 0.93902 1.25075 1.2 0.3 -2.0 -0.5737
O 0.87260 1.91151 3.48547 -1.0 -1.8 -1.9 -0.4257
O 0.54150 -1.45700 -2.21661 0.1 1.1 0.8 -0.8919
O 0.23070 1.04263 -2.09849 1.6 2.5 -0.3 -0.9466
S -0.51901 -0.15590 -2.06592 -0.6 -2.4 1.1 1.5099
H -0.81571 -0.63155 1.72313 -0.7 -1.0 0.1 0.2105
H -1.30694 -1.53843 -0.57632 -1.0 -1.1 1.0 0.2128
H 0.25436 -2.00470 -2.92637 -0.3 -0.7 -1.2 0.4846
H 1.09722 1.33670 0.46263 -1.0 -0.1 1.4 0.3078
```
Positions in Å, forces in eV/Å.


No. 5
This record from OMol25 describes a structure of composition C29H41N2S in a non-equilibrium geometry. The level of theory is ωB97M-V/def2-TZVPD.

Values from the calculation:
E_tot: -44547.5293 eV
net charge: +1
E_HOMO: -10.8 eV
spin multiplicity: 1

```
73
Properties=species:S:1:pos:R:3:forces:R:3:lowdin_charge:R:1
C 1.66171 2.96993 -1.63065 0.1 0.2 0.4 -0.1387
C 1.35908 1.77235 -0.74010 0.8 0.1 1.7 -0.1814
N 0.28708 0.88265 -1.14410 -0.4 -0.6 -2.6 0.0196
C -0.04980 0.93445 -2.42537 0.3 -0.1 0.7 -0.5077
N 0.49181 1.78279 -3.34260 0.6 -1.1 -0.2 -0.0980
C 1.71579 2.48220 -3.04003 0.4 0.5 -0.3 -0.1628
C 0.28630 1.51044 -4.78210 -0.6 0.1 0.8 -0.1532
C -1.17610 1.82534 -4.95348 0.1 0.7 -1.2 -0.2214
C -2.03518 0.80288 -4.28247 -0.7 -0.8 0.1 -0.4333
S -1.24766 -0.19561 -3.01975 0.4 -0.2 0.9 1.0730
H 0.92620 3.77763 -1.49720 0.0 -0.3 -0.2 0.1332
H 2.64004 3.38999 -1.35327 -0.3 -0.2 0.1 0.1343
H 2.30212 1.23018 -0.54873 -0.3 -0.2 -0.3 0.1379
H 1.06553 2.14069 0.24064 0.3 0.0 -0.1 0.0635
H 1.79590 3.31294 -3.74774 0.1 -0.1 0.1 0.1349
H 2.58258 1.82093 -3.18376 -0.1 0.1 0.0 0.1456
H 0.95015 2.11931 -5.39595 -0.1 0.2 0.3 0.1328
H 0.49954 0.47337 -5.03711 0.1 -0.2 0.1 0.1247
H -1.35726 2.83989 -4.57811 0.0 -0.3 0.0 0.1304
H -1.43179 1.83491 -6.00248 -0.2 0.1 -0.4 0.1177
H -2.93797 1.21066 -3.84374 -0.1 0.1 -0.1 0.0833
H -2.30325 -0.00587 -4.96066 -0.3 0.3 -0.3 0.0795
C 3.26191 0.06280 5.29920 0.2 -0.1 0.2 -0.0514
C 2.12973 0.40968 4.39495 -0.2 0.3 0.1 -0.2730
C 1.11123 -0.50168 4.12668 -0.1 0.6 -0.3 -0.0027
C 0.04632 -0.17624 3.27085 0.6 0.6 0.2 -0.1969
C -1.09339 -1.14884 3.26141 -0.4 -0.5 -0.2 -0.0301
C 0.07527 1.06659 2.58054 -0.5 0.0 0.5 -0.1182
C -0.99601 1.51453 1.54953 0.4 -0.2 0.4 -0.2988
C -2.17880 2.12348 2.30937 -0.1 -0.2 -0.2 -0.0319
C -1.48176 0.38002 0.62503 -0.2 0.5 0.1 -0.1593
C -0.35885 -0.46353 0.11110 1.1 0.7 0.3 -0.0360
C -0.52278 -1.86533 -0.25695 0.1 -1.4 -1.8 -0.1271
C 0.67513 -2.58873 -0.68963 -1.0 1.4 0.0 -0.1804
C 2.03993 -1.96778 -0.63062 0.4 0.3 0.0 -0.0352
C 0.56701 -3.75067 -1.41792 -0.4 -0.8 0.4 -0.0093
C -0.64279 -4.44775 -1.52181 -0.4 0.5 0.3 -0.2357
C -0.71478 -5.83134 -2.09860 -0.1 -0.4 0.0 -0.0378
C -1.79891 -3.85179 -0.99565 0.5 0.1 -0.1 0.0016
C -1.78320 -2.55506 -0.45517 0.7 0.3 -0.5 -0.1916
C -3.13709 -1.96589 -0.18436 -0.6 -0.2 0.3 -0.0480
C 1.00012 2.03060 3.02048 0.0 0.1 -0.3 -0.2206
C 0.94758 3.46322 2.55235 0.0 0.2 0.1 -0.0331
C 2.00831 1.71086 3.91678 -0.1 -0.5 -0.3 -0.0069
H 4.13548 0.68551 5.07309 -0.2 -0.2 0.2 0.0828
H 2.96920 0.21955 6.34561 0.2 -0.1 -0.2 0.0936
H 3.53400 -0.98364 5.16130 0.1 0.0 0.2 0.0799
H 1.10628 -1.45819 4.64786 0.0 0.1 -0.2 0.1229
H -2.07883 -0.65779 3.24187 0.4 -0.2 0.0 0.0766
H -1.02504 -1.84311 2.40941 -0.2 0.1 0.2 0.0790
H -1.04953 -1.76022 4.17876 -0.1 0.2 -0.4 0.0933
H -0.52711 2.28260 0.89387 -0.6 -0.4 0.6 0.1135
H -1.83651 2.96018 2.92449 -0.3 -0.1 -0.1 0.0748
H -2.94728 2.46756 1.60409 0.1 0.0 0.3 0.0912
H -2.60985 1.35354 2.97080 0.0 0.4 -0.2 0.0841
H -2.26675 -0.20009 1.10260 0.4 -0.1 0.2 0.0807
H -1.99192 0.79515 -0.25925 0.1 0.1 0.3 0.1209
H 0.63304 -0.28701 0.55808 -0.8 -0.2 0.3 0.1125
H 2.78486 -2.71851 -0.89198 0.0 0.1 0.1 0.0847
H 2.06892 -1.20193 -1.40884 0.2 0.2 0.0 0.0791
H 2.37157 -1.48279 0.30554 -0.5 -0.3 -0.2 0.0971
H 1.45180 -4.20722 -1.84910 0.1 0.1 0.1 0.1255
H -1.66507 -6.28312 -1.76535 0.5 -0.1 -0.2 0.0848
H -0.68346 -5.89369 -3.20499 0.0 0.3 0.6 0.0977
H 0.13385 -6.42289 -1.71681 -0.4 0.1 -0.2 0.0924
H -2.74832 -4.40732 -1.08184 0.5 0.5 0.1 0.1260
H -3.91890 -2.64684 -0.55893 0.3 0.3 0.1 0.0905
H -3.29855 -1.86831 0.89647 -0.1 0.0 -0.1 0.0891
H -3.31784 -0.98826 -0.64167 0.2 -0.2 0.0 0.0730
H 1.64729 4.06172 3.14936 -0.2 -0.1 -0.2 0.0853
H 1.29695 3.53033 1.51091 -0.4 0.3 0.2 0.0707
H -0.05787 3.90219 2.69890 0.6 -0.1 -0.4 0.0840
H 2.71062 2.49345 4.20695 -0.1 -0.3 0.0 0.1222
```
Positions in Å, forces in eV/Å.